[1]
72
Properties=species:S:1:pos:R:3:lowdin_spin:R:1 method="wB97M-V/def2-TZVPD" multiplicity=2 e_above_lowest_kj_mol=20.7 homo_lumo_gap_ev="4.68 / 4.89" charge=-2 total_energy_ha=-6253.13234
K -1.93 -0.25 -1.04 0.004
C 2.14 -3.34 -0.16 0.000
C 0.90 -3.21 0.77 0.000
S 0.14 -1.61 0.95 0.000
C 1.07 -0.70 2.17 0.000
C 0.61 0.81 2.31 0.000
S 0.28 1.70 0.69 0.000
C 1.92 2.40 0.15 0.000
C 2.04 2.65 -1.43 0.000
S 1.90 1.28 -2.56 0.000
C 3.30 0.29 -1.88 0.000
C 3.11 -0.80 -0.91 0.000
S 2.40 -2.36 -1.66 0.000
H 2.16 -4.35 -0.50 0.000
H 3.09 -3.19 0.39 0.000
H 1.24 -3.71 1.71 0.000
H 0.09 -3.79 0.37 0.000
H 2.12 -0.63 1.89 0.000
H 1.02 -1.07 3.16 0.000
H 1.33 1.41 2.88 0.000
H -0.27 0.75 2.79 0.000
H 2.74 1.81 0.47 0.000
H 1.96 3.40 0.61 0.000
H 3.03 3.10 -1.58 0.000
H 1.34 3.46 -1.68 0.000
H 3.98 1.03 -1.47 0.000
H 3.79 -0.12 -2.76 0.000
H 2.47 -0.49 -0.09 0.000
H 4.07 -1.16 -0.47 0.000
C -4.18 -4.28 1.77 0.001
C -3.20 -3.38 0.95 0.013
N -3.58 -2.02 1.14 0.046
N -3.21 -1.45 2.37 0.009
C -2.88 -0.20 2.20 0.007
O -2.73 0.54 1.23 0.030
C -2.41 0.49 3.55 0.002
C -2.40 1.89 3.61 0.000
C -1.79 2.49 4.72 0.000
C -1.09 1.75 5.68 0.000
C -1.13 0.37 5.55 0.000
C -1.75 -0.27 4.48 0.000
C -2.52 -3.84 -0.16 0.012
C -2.23 -5.25 -0.39 0.006
C -1.29 -5.61 -1.36 0.004
C -0.74 -4.59 -2.16 0.012
C -1.17 -3.31 -1.96 0.001
N -1.99 -2.90 -1.03 0.015
H -4.02 -5.32 1.53 0.000
H -5.17 -3.97 1.42 0.000
H -4.05 -4.08 2.82 0.000
H -2.98 2.39 2.89 0.000
H -1.71 3.59 4.86 0.000
H -0.57 2.20 6.54 0.000
H -0.64 -0.21 6.31 0.000
H -1.53 -1.32 4.32 0.000
H -2.58 -5.96 0.31 0.000
H -1.10 -6.68 -1.50 0.000
H -0.12 -4.82 -3.01 0.001
H -0.83 -2.50 -2.72 0.000
Cl -0.35 3.84 -4.58 0.000
C 0.92 5.05 -4.77 0.000
C 1.26 5.76 -3.61 0.000
C 2.30 6.64 -3.77 0.000
Cl 2.66 7.76 -2.46 0.000
C 3.07 6.74 -4.93 0.000
Cl 4.54 7.79 -4.96 0.000
C 2.70 6.04 -6.08 0.000
Cl 3.40 6.45 -7.63 0.000
C 1.52 5.28 -5.95 0.000
Cl 0.92 4.59 -7.42 0.000
S -5.07 -1.60 -1.17 0.329
C -4.34 -1.40 0.25 0.507

***

[2]
115
Properties=species:S:1:pos:R:3:lowdin_charge:R:1 method="wB97M-V/def2-TZVPD" e_above_lowest_kj_mol=2309.7 homo_lumo_gap_ev=8.11 total_energy_ha=-1972.31360
C 4.76 -0.20 0.84 -0.018
C 3.28 -0.71 0.64 -0.167
O 2.44 0.22 1.44 -0.261
H 4.73 0.89 0.85 0.055
H 5.35 -0.42 -0.05 0.073
H 5.30 -0.57 1.71 0.084
H 3.17 -1.68 1.11 0.072
H 2.84 -0.75 -0.36 0.092
H 1.63 -0.20 1.73 0.037
C 0.53 4.17 2.40 -0.066
C -0.67 3.65 1.69 -0.310
O -0.39 3.70 0.33 -0.070
H 0.57 3.94 3.47 0.067
H 0.56 5.26 2.36 0.090
H 1.48 3.67 2.19 0.032
H -1.63 4.03 2.03 0.118
H -0.94 2.62 1.92 0.099
H -0.32 2.78 0.08 -0.251
C -2.05 -1.69 -3.88 -0.040
C -2.14 -1.06 -2.50 -0.313
O -2.63 0.19 -2.74 -0.156
H -1.28 -1.27 -4.53 0.084
H -2.95 -1.60 -4.49 0.084
H -1.95 -2.77 -3.85 0.070
H -1.24 -1.01 -1.89 0.095
H -2.84 -1.69 -1.95 0.082
H -3.31 0.17 -3.42 0.120
C -0.34 -0.59 0.19 -0.071
C -0.30 0.65 1.17 -0.108
O -0.14 1.91 0.50 -0.174
H -1.11 -0.32 -0.53 0.050
H -0.45 -1.62 0.51 0.034
H 0.48 -0.57 -0.53 0.059
H 0.54 0.46 1.83 0.082
H -1.26 0.60 1.67 0.085
H 0.54 1.91 -0.18 0.077
C -2.81 -1.88 0.17 -0.075
C -2.19 -3.32 0.23 -0.237
O -1.11 -3.32 -0.66 -0.151
H -3.57 -1.69 0.92 0.083
H -3.22 -1.53 -0.78 0.039
H -1.99 -1.26 0.52 0.022
H -2.95 -4.08 0.01 0.125
H -1.77 -3.60 1.19 0.085
H -1.33 -3.69 -1.51 0.115
C 2.98 3.07 3.92 -0.053
C 2.87 2.24 2.63 -0.316
O 1.63 1.66 2.76 -0.117
H 2.79 2.36 4.73 0.082
H 2.34 3.94 4.08 0.060
H 4.02 3.40 3.93 0.073
H 3.59 1.44 2.49 0.111
H 2.82 2.96 1.81 0.092
H 1.33 1.35 1.90 0.016
C 2.43 2.41 -2.03 -0.047
C 2.83 2.17 -0.64 -0.257
O 1.84 1.48 0.09 -0.148
H 3.26 3.01 -2.41 0.088
H 1.48 2.93 -1.89 0.087
H 2.22 1.66 -2.80 0.082
H 3.02 3.08 -0.07 0.132
H 3.70 1.52 -0.58 0.105
H 2.16 0.58 0.14 0.013
C -3.14 0.15 2.30 -0.144
C -4.50 0.22 2.94 -0.246
O -5.35 1.16 2.22 -0.081
H -2.45 -0.46 2.88 0.114
H -2.84 1.19 2.16 0.074
H -3.10 -0.22 1.28 0.010
H -4.46 0.65 3.94 0.117
H -4.98 -0.76 2.95 0.107
H -5.53 0.78 1.36 0.064
C 0.16 -3.19 1.41 -0.091
C 1.39 -2.44 1.97 -0.277
O 1.15 -1.95 3.31 -0.031
H -0.79 -2.65 1.51 0.049
H 0.13 -4.09 2.02 0.116
H 0.23 -3.34 0.34 0.056
H 1.54 -1.63 1.26 0.053
H 2.33 -2.99 1.99 0.102
H 1.85 -1.34 3.55 0.085
C 3.42 -4.21 -0.02 -0.055
C 3.61 -4.19 -1.54 -0.416
C 3.64 -2.72 -2.14 -0.139
O 2.69 -1.77 -1.68 -0.236
C 1.37 -2.01 -2.01 -0.090
N 4.87 -4.79 -1.79 0.034
H 3.62 -5.16 0.48 0.092
H 2.45 -3.78 0.26 0.040
H 4.07 -3.51 0.50 0.077
H 2.73 -4.76 -1.84 0.130
H 3.72 -2.69 -3.23 0.122
H 4.59 -2.22 -1.94 0.126
H 0.87 -2.65 -1.28 0.074
H 1.35 -2.46 -3.00 0.113
H 0.84 -1.06 -1.89 0.074
H 5.20 -4.50 -2.70 0.073
H 4.75 -5.79 -1.80 0.084
C -2.60 1.79 -0.10 -0.010
C -3.73 1.90 -1.20 -0.304
C -3.24 2.58 -2.54 -0.199
O -4.26 2.65 -3.49 -0.155
C -4.72 3.93 -3.47 -0.159
N -4.19 0.54 -1.35 0.027
H -2.85 1.08 0.68 0.015
H -2.41 2.75 0.37 0.093
H -1.63 1.48 -0.49 0.086
H -4.58 2.49 -0.85 0.128
H -2.41 1.98 -2.92 0.111
H -2.81 3.55 -2.30 0.124
H -3.96 4.70 -3.52 0.091
H -5.23 4.07 -2.51 0.091
H -5.47 4.07 -4.24 0.093
H -3.33 0.05 -1.53 -0.029
H -4.63 0.55 -2.26 0.073

***

[3]
58
Properties=species:S:1:pos:R:3:nbo_charge:R:1 method="wB97M-V/def2-TZVPD" e_above_lowest_kj_mol=140.9 homo_lumo_gap_ev=4.98 charge=+1 total_energy_ha=-3336.56689
C 1.75 0.58 -3.21 -1.149
Si 0.90 -1.11 -3.73 1.914
C 2.00 -2.61 -3.53 -1.209
H 0.76 -0.96 0.50 0.189
C -0.95 -1.25 -4.02 -1.403
Ge -2.23 -0.60 -2.49 1.603
C -3.96 -0.53 -3.37 -1.083
C -2.51 -1.85 -1.00 -1.080
C -1.85 1.20 -1.83 -1.087
H 1.90 1.19 -4.16 0.282
H 1.17 1.18 -2.48 0.285
H 2.76 0.40 -2.78 0.279
H 2.46 -2.81 -4.53 0.292
H 2.84 -2.44 -2.82 0.286
H 1.49 -3.54 -3.21 0.290
H -1.15 -0.66 -4.95 0.297
H -1.29 -2.29 -4.23 0.292
H -4.72 -0.17 -2.68 0.252
H -3.90 0.14 -4.23 0.235
H -4.23 -1.54 -3.71 0.239
H -3.17 -1.40 -0.24 0.265
H -3.00 -2.76 -1.38 0.240
H -1.58 -2.15 -0.51 0.235
H -2.59 1.48 -1.07 0.260
H -0.86 1.27 -1.37 0.221
H -1.91 1.92 -2.65 0.239
C 5.79 2.76 2.84 -0.258
O 5.82 1.38 2.41 -0.491
C 4.61 0.84 2.15 0.307
C 4.56 -0.43 1.51 -0.260
C 3.35 -1.02 1.27 -0.197
C 2.16 -0.46 1.82 -0.063
C 0.85 -1.13 1.55 -0.429
C -0.47 -0.57 2.03 -0.048
C -1.40 -1.44 2.60 -0.182
C -2.67 -1.01 2.89 -0.279
C -3.10 0.29 2.56 0.377
O -4.44 0.51 2.64 -0.506
C -4.92 1.78 2.17 -0.259
C -2.16 1.17 2.00 -0.325
C -0.91 0.69 1.61 -0.210
C 2.19 0.83 2.36 -0.146
C 3.40 1.49 2.54 -0.324
H 6.85 3.01 2.86 0.210
H 5.22 3.39 2.14 0.180
H 5.35 2.83 3.85 0.185
H 5.52 -0.85 1.20 0.230
H 3.30 -1.89 0.58 0.201
H 0.88 -2.23 1.72 0.221
H -1.15 -2.50 2.67 0.216
H -3.41 -1.68 3.34 0.231
H -5.97 1.73 2.46 0.213
H -4.42 2.62 2.68 0.184
H -4.81 1.87 1.07 0.173
H -2.45 2.18 1.78 0.218
H -0.33 1.29 0.89 0.207
H 1.25 1.36 2.54 0.214
H 3.39 2.50 2.95 0.225

***

[4]
23
Properties=species:S:1:pos:R:3:nbo_charge:R:1 method="wB97M-V/def2-TZVPD" e_above_lowest_kj_mol=401.1 homo_lumo_gap_ev=8.36 total_energy_ha=-571.67284
C -0.46 1.53 -2.55 -0.176
C -1.03 0.30 -2.57 -0.278
C -0.85 -1.78 1.41 -0.276
C -1.63 -0.67 1.68 -0.270
C 0.71 1.75 -1.91 -0.283
C -0.23 -0.69 -2.05 0.020
C 0.41 -1.50 1.78 -0.072
C -0.86 0.36 2.07 -0.030
C 1.63 0.74 -1.49 -0.034
C 1.45 0.66 2.46 0.589
N 1.11 -0.44 -1.63 -0.502
N 0.40 -0.11 2.11 -0.412
O 1.50 1.84 2.73 -0.542
H -0.88 2.45 -3.05 0.219
H -2.05 0.18 -3.06 0.238
H -1.11 -2.79 1.22 0.224
H -2.70 -0.75 1.62 0.221
H 1.07 2.80 -1.82 0.210
H -0.45 -1.70 -2.03 0.194
H 1.24 -2.10 1.48 0.221
H -1.11 1.33 2.51 0.246
H 2.40 -0.05 2.35 0.101
H 1.45 -1.36 -1.27 0.395

***

[5]
9
Properties=species:S:1:pos:R:3:nbo_charge:R:1 method="wB97M-V/def2-TZVPD" e_above_lowest_kj_mol=41.2 smiles="O=C(Cl)CSO" homo_lumo_gap_ev=9.61 total_energy_ha=-1086.83503
C -0.46 0.30 0.50 -0.735
C -1.62 0.02 -0.49 0.517
O 1.52 0.35 -1.00 -0.864
O -1.37 -0.37 -1.59 -0.523
S 0.61 1.45 -0.21 0.588
Cl -3.22 0.32 0.11 -0.011
H -0.95 0.74 1.38 0.247
H 0.14 -0.60 0.83 0.278
H 1.04 0.03 -1.88 0.503

***

[6]
19
Properties=species:S:1:pos:R:3:nbo_charge:R:1 method="wB97M-V/def2-TZVPD" e_above_lowest_kj_mol=110.4 smiles=COC[C@@H](C)CO homo_lumo_gap_ev=10.83 total_energy_ha=-348.16278
C 0.21 1.69 -2.25 -0.244
O 0.05 0.50 -1.52 -0.562
C 0.31 0.65 -0.13 -0.059
C 0.38 -0.74 0.50 -0.272
C 1.00 -0.68 1.89 -0.606
C -1.00 -1.39 0.55 -0.047
O -1.60 -1.58 -0.71 -0.730
H 1.22 2.10 -2.12 0.168
H 0.06 1.44 -3.31 0.198
H -0.52 2.46 -1.96 0.168
H 1.27 1.18 0.00 0.169
H -0.47 1.26 0.34 0.166
H 1.02 -1.35 -0.16 0.211
H 1.17 -1.69 2.28 0.218
H 0.35 -0.16 2.60 0.205
H 1.97 -0.17 1.88 0.211
H -0.92 -2.39 1.01 0.175
H -1.65 -0.79 1.21 0.145
H -1.33 -0.84 -1.27 0.486

***

[7]
128
Properties=species:S:1:pos:R:3:lowdin_charge:R:1 method="wB97M-V/def2-TZVPD" smiles="CCCNB1OBOB(C)O1.CCOS(C)(=O)=O.CCOS(C)(=O)=O.CCOS(C)(=O)=O.CCOS(C)(=O)=O.CCOS(C)(=O)=O.CCOS(C)(=O)=O.CCOS(C)(=O)=O" homo_lumo_gap_ev=10.12 total_energy_ha=-5715.79012
C 7.60 -2.87 -3.74 -0.140
C 6.85 -2.01 -2.52 -0.206
C 6.49 -0.54 -3.20 -0.241
N 5.23 0.10 -2.66 0.056
B 3.96 -0.53 -3.29 -0.424
O 2.81 0.43 -3.41 0.128
B 1.55 -0.33 -3.16 -0.224
O 1.32 -1.51 -4.06 0.071
B 2.45 -2.42 -3.68 -0.368
C 1.99 -3.97 -3.26 -0.012
O 3.85 -1.94 -3.70 0.174
H 7.57 -4.01 -3.44 0.069
H 7.09 -2.66 -4.79 0.082
H 8.73 -2.55 -3.76 0.078
H 5.88 -2.57 -2.13 0.093
H 7.64 -1.87 -1.66 0.112
H 7.39 0.17 -2.89 0.115
H 6.53 -0.57 -4.39 0.126
H 5.23 1.08 -3.07 0.118
H 0.77 -0.10 -2.31 0.117
H 1.33 -3.87 -2.28 0.095
H 1.28 -4.46 -4.08 0.095
H 2.89 -4.68 -3.03 0.068
O -3.16 0.18 -5.72 -0.277
S -2.45 0.80 -4.63 0.645
O -2.86 0.64 -3.25 -0.291
O -2.28 2.40 -4.94 -0.262
C -3.46 3.17 -5.18 -0.274
C -4.23 3.41 -3.90 -0.073
C -0.73 0.37 -4.74 -0.128
H -4.08 2.68 -5.94 0.117
H -3.13 4.13 -5.59 0.124
H -4.63 2.48 -3.49 0.071
H -5.08 4.08 -4.08 0.073
H -3.59 3.85 -3.14 0.087
H -0.39 0.52 -5.77 0.094
H -0.64 -0.69 -4.47 0.070
H -0.16 0.98 -4.05 0.057
O 5.57 -4.65 -0.75 -0.292
S 5.24 -5.71 0.17 0.622
O 4.31 -5.51 1.26 -0.286
O 6.62 -6.34 0.77 -0.266
C 7.54 -5.47 1.42 -0.275
C 7.05 -5.06 2.79 -0.078
C 4.71 -7.13 -0.75 -0.121
H 7.76 -4.60 0.79 0.116
H 8.48 -6.02 1.53 0.124
H 6.14 -4.45 2.71 0.070
H 7.80 -4.47 3.32 0.081
H 6.79 -5.94 3.39 0.086
H 5.42 -7.32 -1.56 0.076
H 3.73 -6.91 -1.16 0.072
H 4.65 -7.99 -0.08 0.076
O -7.16 5.85 -2.91 -0.290
S -6.53 6.44 -1.75 0.619
O -5.26 5.97 -1.24 -0.292
O -7.61 6.48 -0.52 -0.267
C -8.21 5.26 -0.11 -0.272
C -7.24 4.39 0.66 -0.071
C -6.40 8.19 -2.00 -0.125
H -8.63 4.72 -0.97 0.116
H -9.05 5.52 0.54 0.124
H -6.42 4.05 0.02 0.067
H -7.74 3.50 1.05 0.087
H -6.80 4.95 1.49 0.068
H -7.36 8.58 -2.35 0.074
H -5.63 8.36 -2.75 0.077
H -6.11 8.66 -1.06 0.074
O -6.94 5.25 4.10 -0.288
S -6.31 5.84 5.26 0.627
O -5.04 5.36 5.77 -0.284
O -7.38 5.87 6.48 -0.268
C -7.99 4.65 6.89 -0.278
C -7.02 3.78 7.67 -0.078
C -6.18 7.59 5.01 -0.124
H -8.40 4.12 6.03 0.117
H -8.83 4.91 7.55 0.123
H -6.19 3.45 7.03 0.071
H -7.51 2.89 8.06 0.081
H -6.57 4.34 8.50 0.086
H -7.14 7.97 4.66 0.074
H -5.41 7.76 4.25 0.077
H -5.89 8.06 5.95 0.075
O -5.73 -0.88 2.29 -0.291
S -4.37 -1.36 2.20 0.624
O -3.32 -0.88 3.08 -0.293
O -3.86 -1.22 0.66 -0.265
C -3.91 0.05 0.04 -0.273
C -2.82 0.97 0.56 -0.073
C -4.38 -3.13 2.29 -0.127
H -4.90 0.50 0.16 0.117
H -3.76 -0.10 -1.04 0.102
H -2.97 1.20 1.62 0.068
H -2.80 1.91 0.01 0.079
H -1.84 0.49 0.47 0.083
H -5.14 -3.52 1.61 0.076
H -4.62 -3.41 3.32 0.078
H -3.39 -3.51 2.03 0.072
O -3.20 -6.64 2.49 -0.291
S -3.53 -7.70 3.42 0.622
O -4.46 -7.50 4.51 -0.288
O -2.15 -8.33 4.01 -0.267
C -1.23 -7.46 4.66 -0.276
C -1.73 -7.05 6.03 -0.079
C -4.06 -9.12 2.49 -0.123
H -1.02 -6.59 4.03 0.117
H -0.29 -8.02 4.77 0.124
H -2.63 -6.44 5.96 0.069
H -0.97 -6.46 6.56 0.082
H -1.98 -7.93 6.63 0.086
H -3.35 -9.31 1.69 0.075
H -5.05 -8.90 2.08 0.078
H -4.12 -9.98 3.17 0.076
O 9.26 3.32 -0.29 -0.281
S 9.07 3.29 -1.73 0.623
O 9.35 2.10 -2.51 -0.299
O 9.84 4.56 -2.40 -0.268
C 11.23 4.71 -2.15 -0.277
C 12.05 3.70 -2.93 -0.079
C 7.41 3.80 -2.09 -0.120
H 11.45 4.65 -1.08 0.117
H 11.51 5.72 -2.48 0.124
H 11.85 2.68 -2.59 0.069
H 13.12 3.88 -2.81 0.081
H 11.80 3.73 -3.99 0.086
H 7.19 4.72 -1.54 0.076
H 6.74 3.00 -1.78 0.069
H 7.32 3.97 -3.17 0.076

***

The max |F| results, record by record, are as follows: 4.2; 17.6; 1.7; 5.2; 3.7; 0.4; 5.0 eV/Å.